Model A:
A 3-piece molecular cluster, C3H12N2OS2 overall, computed with wB97M-V/def2-TZVPD.

```
20
C3H12N2OS2 | the Open Molecules 2025 dataset | wB97M-V/def2-TZVPD
S 2.272 -1.282 -0.131
S -1.070 0.571 -2.354
C 0.090 0.673 -1.083
C -0.575 1.025 0.299
C 0.489 0.975 1.337
N 0.005 1.399 2.633
N -1.699 0.235 0.726
H 3.187 -2.041 -0.755
H 0.904 1.337 -1.299
H 0.413 -0.413 -0.967
H -1.061 2.001 0.270
H 1.310 1.653 1.074
H 0.802 -0.061 1.258
H -0.938 1.776 2.665
H 0.590 2.057 3.127
H -1.575 -0.774 0.597
H -2.390 0.367 -0.020
H -0.487 -3.421 0.371
H 0.379 -2.159 0.170
O -0.471 -2.469 0.494
```

Calculated values
LUMO energy (eV): -4.14
E_HOMO (eV): -8.780

=====

Model B:
A 3-piece molecular cluster, C3H12N2OS2 overall, computed with wB97M-V/def2-TZVPD.

```
20
C3H12N2OS2 | the Open Molecules 2025 dataset | wB97M-V/def2-TZVPD
S -0.071 2.264 -1.535
S 1.680 -2.272 -0.570
C 0.351 -1.115 -0.904
C -0.571 -1.017 0.367
C -1.549 0.109 0.097
N -2.589 0.000 1.157
N 0.064 -0.802 1.715
H 0.466 2.807 -2.623
H -0.160 -1.183 -1.864
H 0.886 -0.122 -0.889
H -1.045 -1.993 0.495
H -2.011 -0.018 -0.882
H -1.159 1.108 0.211
H -2.061 -0.129 2.012
H -3.326 -0.674 1.024
H 0.746 -0.046 1.605
H 0.642 -1.641 1.709
H 1.592 2.697 1.564
H 0.748 2.201 0.325
O 1.025 1.978 1.247
```

Calculated values
LUMO energy (eV): -4.64
E_HOMO (eV): -8.530

=====

Verdict on stability: model B comes out at the bottom.

=====

Model A:
C6H16OSi in the gas phase, computed with wB97M-V/def2-TZVPD.

```
24
C6H16OSi | the Open Molecules 2025 dataset | wB97M-V/def2-TZVPD
O 0.290 0.898 -0.449
C -2.306 1.732 0.448
C -0.753 0.804 -1.348
C -2.125 0.774 -0.696
C -0.232 -1.662 0.845
C 2.128 -1.139 -1.141
C 2.305 -0.020 1.595
Si 1.050 -0.420 0.234
H -2.306 2.777 0.073
H -3.165 1.461 1.059
H -1.380 1.565 1.038
H -0.654 -0.065 -2.023
H -0.721 1.641 -2.026
H -2.235 -0.276 -0.409
H -2.941 0.990 -1.388
H -0.569 -2.481 0.233
H -1.081 -1.183 1.290
H 0.278 -2.023 1.726
H 2.580 -2.094 -0.876
H 1.370 -1.207 -1.949
H 2.881 -0.420 -1.551
H 2.676 -0.893 2.000
H 1.874 0.717 2.329
H 3.033 0.522 0.987
```

Calculated values
Structure (SMILES): CCCO[Si](C)(C)C
LUMO energy (eV): 0.92
E_HOMO (eV): -9.728

=====

Model B:
C6H16OSi in the gas phase, computed with wB97M-V/def2-TZVPD.

```
24
C6H16OSi | the Open Molecules 2025 dataset | wB97M-V/def2-TZVPD
O 0.205 1.790 -1.071
C 2.775 -0.224 0.315
C -2.611 1.400 0.288
C -0.245 -2.330 -0.862
C 1.506 0.314 1.019
C -1.502 0.733 1.087
C -0.131 -0.905 -1.397
Si -0.001 0.456 -0.148
H 0.289 2.561 -0.391
H 3.700 -0.324 0.891
H 2.592 -1.241 -0.066
H 3.125 0.345 -0.575
H -3.631 1.423 0.634
H -2.329 2.475 0.236
H -2.649 1.098 -0.700
H -1.278 -2.420 -0.466
H 0.427 -2.489 -0.067
H 0.038 -3.098 -1.602
H 1.814 1.118 1.685
H 1.177 -0.503 1.711
H -1.776 -0.297 1.385
H -1.318 1.424 1.963
H -0.986 -0.701 -2.030
H 0.812 -0.602 -1.838
```

Calculated values
Structure (SMILES): CC[Si](O)(CC)CC
LUMO energy (eV): 0.79
E_HOMO (eV): -9.484

=====

Verdict on stability: model B comes out at the bottom.

=====

Model A:
A 4-piece molecular cluster, CH11NO3 overall, computed with wB97M-V/def2-TZVPD.

```
16
CH11NO3 | the Open Molecules 2025 dataset | wB97M-V/def2-TZVPD
C 2.408 -2.837 -0.315
N 1.699 -3.277 -1.564
H 1.894 -1.966 0.101
H 3.389 -2.479 -0.616
H 2.321 -3.656 0.392
H 1.863 -4.241 -1.713
H 0.897 -2.703 -1.708
H -2.845 3.206 -0.713
H -2.810 4.579 -1.073
O -2.399 3.752 -1.345
H 0.578 6.479 3.045
H -0.032 6.296 1.816
O 0.869 6.205 2.168
H -3.000 -2.529 0.777
H -2.200 -3.736 0.664
O -2.632 -3.093 0.085
```

Calculated values
Structure (SMILES): CN.O.O.O
LUMO energy (eV): 0.56
E_HOMO (eV): -8.612

=====

Model B:
A 4-piece molecular cluster, CH11NO3 overall, computed with wB97M-V/def2-TZVPD.

```
16
CH11NO3 | the Open Molecules 2025 dataset | wB97M-V/def2-TZVPD
C -0.492 0.096 0.626
N -1.785 -0.379 0.407
H 0.017 0.301 -0.352
H 0.187 -0.585 1.175
H -0.497 1.098 1.190
H -1.644 -1.268 0.015
H -2.209 -0.575 1.352
H 2.066 1.720 -1.555
H 1.951 1.459 -0.056
O 2.532 1.274 -0.843
H 3.642 -2.339 1.238
H 2.691 -2.102 0.302
O 2.688 -2.415 1.205
H -3.087 1.126 -0.788
H -2.622 1.354 -2.222
O -3.438 1.235 -1.693
```

Calculated values
Structure (SMILES): CN.O.O.O
LUMO energy (eV): 0.46
E_HOMO (eV): -9.962

=====

Verdict on stability: model A comes out at the bottom.

=====

Model A:
C8H12S in the gas phase, computed with wB97M-V/def2-TZVPD.

```
21
C8H12S | the Open Molecules 2025 dataset | wB97M-V/def2-TZVPD
C 1.849 1.561 -0.342
C 0.612 1.953 -0.496
C -0.751 -2.280 0.497
C 0.353 -1.606 0.191
C 2.012 0.313 0.525
C 0.594 -0.217 0.645
C -0.466 1.091 0.021
C -1.292 0.577 -1.125
S -1.260 2.031 1.281
H 2.634 2.228 -0.408
H 0.201 2.916 -0.867
H -0.842 -3.183 0.017
H -1.705 -1.956 0.833
H 1.070 -1.991 -0.541
H 2.517 -0.298 -0.167
H 2.575 0.554 1.464
H 0.279 -0.126 1.621
H -2.147 0.014 -0.792
H -0.695 -0.030 -1.796
H -1.842 1.411 -1.662
H -2.178 1.086 1.724
```

Calculated values
Structure (SMILES): C=C[C@H]1CC=C[C@]1(C)S
LUMO energy (eV): 0.79
E_HOMO (eV): -8.757

=====

Model B:
C8H12S in the gas phase, computed with wB97M-V/def2-TZVPD.

```
21
C8H12S | the Open Molecules 2025 dataset | wB97M-V/def2-TZVPD
S -0.918 -1.594 -0.890
C -1.087 0.154 -0.835
C -1.489 0.764 0.312
C -0.360 0.903 -1.823
C -1.470 -0.110 1.511
C 1.087 0.804 -1.263
C -0.031 -0.846 1.616
C 1.616 -0.280 -0.302
C 0.464 -1.273 0.267
H -1.759 1.781 0.598
H -0.483 0.397 -2.852
H -0.671 1.908 -1.942
H -1.579 0.579 2.349
H -2.309 -0.863 1.624
H 1.653 0.728 -2.191
H 1.202 1.783 -0.716
H -0.158 -1.779 2.255
H 0.751 -0.338 2.147
H 2.318 -0.771 -1.012
H 2.179 0.182 0.639
H 1.041 -2.129 0.507
```

Calculated values
Structure (SMILES): C1=C2CCC[C@@H](CC1)S2
LUMO energy (eV): 0.86
E_HOMO (eV): -8.430

=====

Verdict on stability: model A comes out at the bottom.

=====

Model A:
C38H36CaClN2O7P2 as an isolated structure, computed with wB97M-V/def2-TZVPD.

```
87
C38H36CaClN2O7P2 | the Open Molecules 2025 dataset | wB97M-V/def2-TZVPD
Ca -1.650 -0.430 -1.547
O -2.119 -1.557 -3.695
C -3.491 -1.312 -4.025
C -3.850 0.169 -3.900
N -3.507 0.705 -2.583
C -3.123 2.128 -2.581
C -2.335 2.518 -1.297
O -2.481 3.641 -0.840
O -1.568 1.588 -0.857
C -4.547 0.409 -1.572
C -4.537 -1.057 -1.035
O -5.616 -1.606 -0.860
O -3.371 -1.540 -0.807
H -1.572 -0.884 -4.145
H -4.085 -1.922 -3.347
H -3.691 -1.642 -5.049
H -4.919 0.301 -4.118
H -3.280 0.730 -4.643
H -3.986 2.795 -2.677
H -2.442 2.301 -3.418
H -5.550 0.605 -1.966
H -4.377 1.056 -0.708
Cl 5.628 0.677 -4.494
C 4.043 0.251 -3.879
C 3.939 -0.593 -2.762
C 2.713 -0.930 -2.254
C 1.503 -0.438 -2.832
O 0.373 -0.701 -2.312
C 1.638 0.380 -3.991
C 0.514 0.908 -4.743
O -0.673 0.634 -4.635
C 2.912 0.724 -4.480
H 4.844 -0.972 -2.303
H 2.625 -1.582 -1.393
H 0.811 1.642 -5.518
H 2.989 1.368 -5.349
C 1.980 -0.207 1.661
N 0.541 -0.011 1.470
P -0.192 1.532 1.792
C 0.523 2.035 3.410
C 1.856 2.371 3.658
C 2.284 2.693 4.937
C 1.381 2.700 5.994
C 0.050 2.390 5.762
C -0.371 2.062 4.479
C 0.785 2.605 0.665
C 0.984 3.951 0.956
C 1.649 4.779 0.062
C 2.125 4.272 -1.139
C 1.912 2.935 -1.449
C 1.237 2.115 -0.558
P -0.579 -1.314 1.392
C -0.505 -2.110 3.050
C -0.978 -3.414 3.205
C -0.992 -4.019 4.450
C -0.527 -3.333 5.567
C -0.063 -2.036 5.426
C -0.058 -1.427 4.174
C 0.286 -2.655 0.445
C 1.500 -3.208 0.862
C 2.122 -4.213 0.142
C 1.518 -4.711 -1.007
C 0.284 -4.224 -1.397
C -0.339 -3.211 -0.677
H 2.497 0.743 1.549
H 2.378 -0.873 0.897
H 2.210 -0.614 2.651
H 2.564 2.402 2.839
H 3.324 2.943 5.110
H 1.715 2.956 6.992
H -0.665 2.405 6.575
H -1.411 1.813 4.300
H 0.612 4.367 1.886
H 1.791 5.825 0.304
H 2.653 4.915 -1.832
H 2.261 2.526 -2.390
H 1.048 1.083 -0.822
H -1.343 -3.965 2.345
H -1.366 -5.030 4.548
H -0.529 -3.810 6.540
H 0.301 -1.484 6.284
H 0.306 -0.414 4.084
H 1.957 -2.862 1.781
H 3.070 -4.614 0.482
H 2.000 -5.492 -1.583
H -0.214 -4.627 -2.269
H -1.336 -2.907 -0.989
```

Calculated values
LUMO energy (eV): 2.41
Total charge: -1
E_HOMO (eV): -5.623

=====

Model B:
C38H36CaClN2O7P2 as an isolated structure, computed with wB97M-V/def2-TZVPD.

```
87
C38H36CaClN2O7P2 | the Open Molecules 2025 dataset | wB97M-V/def2-TZVPD
Ca 2.023 -0.234 1.916
O -0.329 -0.862 3.822
C -0.374 0.323 4.596
C -0.218 1.593 3.744
N 0.906 1.531 2.802
C 2.158 1.858 3.500
C 2.547 0.680 4.430
O 2.941 0.932 5.563
O 2.379 -0.483 3.918
C 0.652 2.431 1.671
C 1.761 2.448 0.588
O 2.559 3.400 0.650
O 2.481 1.045 0.445
H 0.615 -1.091 3.733
H -1.357 0.357 5.076
H 0.378 0.298 5.385
H -1.132 1.723 3.170
H -0.120 2.457 4.418
H 2.963 2.000 2.771
H 2.068 2.775 4.088
H -0.297 2.155 1.221
H 0.574 3.476 2.005
Cl 6.137 -5.680 -0.954
C 4.932 -4.593 -0.313
C 3.575 -4.928 -0.419
C 2.623 -4.084 0.081
C 2.946 -2.839 0.706
O 2.019 -2.075 1.132
C 4.349 -2.539 0.814
C 4.841 -1.351 1.472
O 4.194 -0.416 1.920
C 5.307 -3.431 0.298
H 3.295 -5.859 -0.895
H 1.572 -4.332 0.019
H 5.944 -1.316 1.567
H 6.358 -3.177 0.381
C -2.283 2.254 -0.979
N -1.692 0.920 -0.873
P -0.043 0.699 -1.381
C -0.502 0.907 -3.189
C -1.149 -0.184 -3.779
C -1.665 -0.116 -5.063
C -1.567 1.057 -5.795
C -0.905 2.139 -5.242
C -0.364 2.056 -3.964
C 1.214 2.077 -1.043
C 1.273 3.346 -1.776
C 2.448 3.835 -2.188
C 3.676 3.060 -2.098
C 3.726 1.861 -1.522
C 2.495 1.193 -0.986
P -2.124 0.043 0.590
C -3.964 0.154 0.360
C -4.543 -0.098 -0.883
C -5.910 0.022 -1.056
C -6.721 0.380 0.017
C -6.156 0.611 1.260
C -4.780 0.504 1.428
C -2.087 -1.751 0.156
C -2.719 -2.546 1.117
C -2.787 -3.919 0.970
C -2.231 -4.528 -0.148
C -1.593 -3.751 -1.099
C -1.511 -2.374 -0.943
H -1.834 2.775 -1.823
H -2.135 2.862 -0.077
H -3.358 2.180 -1.153
H -1.262 -1.110 -3.231
H -2.157 -0.981 -5.491
H -1.998 1.126 -6.787
H -0.814 3.065 -5.796
H 0.183 2.900 -3.584
H 0.401 3.991 -1.740
H 2.512 4.840 -2.588
H 4.580 3.503 -2.501
H 4.652 1.304 -1.435
H 2.417 0.198 -1.450
H -3.904 -0.376 -1.713
H -6.350 -0.164 -2.028
H -7.791 0.479 -0.122
H -6.786 0.880 2.099
H -4.332 0.691 2.398
H -3.146 -2.074 1.993
H -3.270 -4.521 1.729
H -2.290 -5.602 -0.271
H -1.145 -4.216 -1.969
H -0.979 -1.790 -1.672
```

Calculated values
LUMO energy (eV): 2.32
Total charge: -1
E_HOMO (eV): -5.038

=====

Verdict on stability: model B comes out at the bottom.